[1]
Here is a structure of composition C25H27IrN3O5S in a non-equilibrium geometry from the OMol25 dataset. Energies are from the ωB97M-V functional and the def2-TZVPD basis.

```
! wB97M-V def2-TZVPD RIJCOSX def2/J DEFGRID3
* xyz 2 2
Ir -0.10619 -0.59468 -0.77846
C -3.05027 -1.58790 -2.07139
C -2.07461 -1.77514 -0.93157
C -2.36441 -1.29477 0.35795
C -3.37841 -0.20021 0.51871
C -1.83396 -1.94339 1.51593
C -2.40009 -1.56521 2.85356
C -0.82235 -2.86033 1.37196
C -0.13691 -3.47679 2.55474
C -0.33006 -3.18592 0.05420
C 0.81225 -4.15102 -0.05263
C -0.98873 -2.71646 -1.09138
C -0.71656 -3.29615 -2.45849
H -2.65881 -1.03146 -2.91651
H -3.96628 -1.11142 -1.73347
H -3.32530 -2.57670 -2.44065
H -3.20730 0.37917 1.42269
H -4.38270 -0.62725 0.59040
H -3.37217 0.47331 -0.33603
H -3.48836 -1.51577 2.81289
H -2.04169 -0.58218 3.17158
H -2.14156 -2.27996 3.62602
H -0.51447 -4.48416 2.74957
H -0.27080 -2.88660 3.45436
H 0.93371 -3.55463 2.37968
H 1.75401 -3.66588 0.21391
H 0.90801 -4.57978 -1.04297
H 0.67129 -4.97118 0.65020
H -1.23350 -4.25352 -2.56060
H 0.34401 -3.46380 -2.62388
H -1.06234 -2.63390 -3.24478
O -0.70000 5.49149 -1.32889
C -0.57611 4.17523 -1.21787
C -0.98137 3.26441 -2.19350
C -0.80354 1.92668 -1.94436
N -0.31619 1.45985 -0.78432
C 0.18504 2.32971 0.11528
C 0.05581 3.68611 -0.06515
C 1.39631 0.26610 0.99833
O 2.51219 0.46788 1.85311
O 0.61339 -0.76291 1.17979
C -0.99492 0.88595 -3.04213
O -1.51226 1.20483 -4.07972
O -0.51376 -0.29125 -2.74324
H -1.16021 5.74731 -2.14020
H -1.39372 3.55052 -3.15347
H 0.41876 4.38141 0.67997
N 4.82346 3.51266 2.27981
C 4.29362 3.46649 1.08652
S 4.55732 4.65612 -0.09045
C 3.36131 2.39461 0.70521
C 2.36331 1.90208 1.72839
C 0.89392 1.69152 1.25713
N 1.77072 0.13939 -0.48386
C 2.66077 0.79466 -1.10687
C 3.51645 1.83549 -0.51628
H 5.43154 4.26482 2.57831
H 4.71879 2.73384 2.91903
H 2.46942 2.40057 2.69005
H 0.26455 1.63695 2.14631
H 2.77444 0.63134 -2.17558
H 4.31553 2.16985 -1.16686
*
```

Computed properties:
E_tot	-2011.2331	Eh
frontier orbital gap (spin up / spin down)	5.925 / 4.017	eV
HOMO (spin up / spin down)	-0.514 / -0.514	Ha
E_LUMO (spin up / spin down)	-8.063 / -9.965	eV

***

[2]
Here is a structure of composition C25H27N3O4Sr in a non-equilibrium geometry from the OMol25 dataset. Energies are from the ωB97M-V functional and the def2-TZVPD basis.

```
! wB97M-V def2-TZVPD RIJCOSX def2/J DEFGRID3
* xyz 0 1
Sr -1.09003 -1.87168 1.48140
C -1.66900 3.49087 -3.49304
C -2.02394 3.73886 -2.01743
C -1.04881 4.76343 -1.41707
C -3.44164 4.30797 -1.94132
C -1.90050 2.42393 -1.26537
C -2.97778 1.79484 -0.64778
C -2.76195 0.61433 0.03572
N -1.58435 -0.00258 0.09873
C -0.53524 0.55228 -0.54021
C -0.67056 1.77900 -1.18118
C 0.74827 -0.19254 -0.54423
C 1.79632 0.17260 -1.38104
C 3.01174 -0.50441 -1.36499
C 3.09899 -1.60511 -0.51753
C 2.00974 -1.93883 0.26295
N 0.87180 -1.24893 0.28479
C 4.16752 -0.01870 -2.22394
C 5.39096 -0.92822 -2.10166
C 3.74211 0.04296 -3.69761
C 4.55031 1.39139 -1.73775
H -1.75590 4.42074 -4.05631
H -2.34598 2.75804 -3.93559
H -0.64815 3.12186 -3.60298
H -1.15261 5.71694 -1.93551
H -0.01085 4.44265 -1.51428
H -1.25828 4.92512 -0.35823
H -3.48139 5.25624 -2.47683
H -3.74037 4.49491 -0.90828
H -4.16610 3.63616 -2.40503
H -3.97119 2.21647 -0.67346
H -3.58131 0.12760 0.55577
H 0.19706 2.24651 -1.62184
H 1.66200 0.98956 -2.07393
H 3.99076 -2.21144 -0.46779
H 2.05694 -2.79856 0.92399
H 5.17227 -1.93902 -2.45082
H 5.74888 -0.97714 -1.07189
H 6.20049 -0.53125 -2.71373
H 3.43347 -0.94021 -4.05670
H 4.58164 0.38025 -4.30599
H 2.91642 0.73852 -3.85467
H 4.83840 1.37029 -0.68515
H 3.72048 2.09045 -1.84957
H 5.39369 1.76943 -2.31676
O -3.43248 -5.93600 6.86134
C -2.83725 -4.88399 7.12253
O -2.52954 -4.31325 8.18153
C -2.37048 -4.08600 5.83691
C -1.69808 -2.87713 5.97574
C -1.30892 -2.20322 4.83990
N -1.54448 -2.66164 3.60174
C -2.19216 -3.83648 3.46002
C -2.61947 -4.56734 4.55920
C -2.45902 -4.37322 2.04136
O -3.11118 -5.38986 1.92655
O -1.95471 -3.68180 1.06368
H -1.50124 -2.50014 6.97033
H -0.78405 -1.25221 4.90050
H -3.14129 -5.50334 4.42280
*
```

Computed properties:
E_tot	-1464.8740	Eh
frontier orbital gap	5.278	eV
HOMO	-0.257	Ha
E_LUMO	-1.726	eV

***

[3]
Here is an isolated molecule of C25H27N5O4 from the OMol25 dataset. Energies are from the ωB97M-V functional and the def2-TZVPD basis.

```
! wB97M-V def2-TZVPD RIJCOSX def2/J DEFGRID3
* xyz 0 1
C 0.12134 4.11237 -3.40350
C -0.49305 4.02923 -2.00745
C -1.51211 5.14703 -1.80467
C 0.61785 4.08006 -0.95099
C 0.15099 3.73171 0.46150
N -0.19605 2.32111 0.58355
C -1.48884 1.97616 0.75067
O -2.40450 2.76801 0.63955
C -1.82176 0.49972 1.01412
O -0.84534 -0.14683 1.79537
C -1.05076 -1.43087 2.17855
C -0.04759 -1.98371 2.98193
C -0.14123 -3.28200 3.42298
C -1.24829 -4.05880 3.06811
C -1.34821 -5.39881 3.50159
N -1.42833 -6.49290 3.83579
C -2.24882 -3.50931 2.26914
C -2.15160 -2.20616 1.82237
C 0.88739 1.40945 0.67305
C 1.11297 0.48613 -0.31804
N 0.40721 0.49572 -1.48309
N 2.11113 -0.44753 -0.19422
C 2.35812 -1.41873 -1.25330
C 1.26681 -2.45656 -1.33434
C 0.98353 -3.24038 -0.22184
C -0.01320 -4.19713 -0.27763
C -0.74580 -4.37210 -1.44043
C -0.46672 -3.59909 -2.55391
C 0.53769 -2.64649 -2.50252
C 2.91599 -0.52067 0.93450
O 3.75804 -1.37768 1.07161
N 2.69408 0.45326 1.86245
C 1.72011 1.45625 1.84728
O 1.64701 2.24494 2.76386
H 0.64705 5.05657 -3.52603
H 0.82972 3.30215 -3.56606
H -0.65129 4.05089 -4.16634
H -1.02745 3.07555 -1.91954
H -2.06625 4.99728 -0.88272
H -2.22620 5.15613 -2.62492
H -1.01735 6.11504 -1.76893
H 1.04007 5.08617 -0.93175
H 1.41866 3.39068 -1.23345
H 0.94244 3.94361 1.18355
H -0.73559 4.30553 0.72995
H -1.94178 -0.00830 0.04279
H -2.79475 0.50003 1.52106
H 0.79172 -1.36212 3.25048
H 0.63438 -3.70649 4.04238
H -3.10442 -4.10941 1.99679
H -2.93953 -1.80466 1.20545
H 0.25350 -0.37362 -1.96730
H -0.33544 1.17570 -1.53231
H 2.47763 -0.89003 -2.20321
H 3.30421 -1.90305 -0.99181
H 1.56060 -3.10761 0.68084
H -0.21170 -4.81636 0.58327
H -1.52417 -5.11860 -1.48130
H -1.02552 -3.73980 -3.46707
H 0.77117 -2.06748 -3.38713
H 3.29228 0.42678 2.68124
*
```

Computed properties:
E_tot	-1543.6845	Eh
ΔE to the lowest compared entry with this formula, charge and spin	0.0	kJ/mol
frontier orbital gap	8.945	eV
HOMO	-0.317	Ha
E_LUMO	0.309	eV

***

[4]
Here is a structure of composition C25H28BCrN7O2 in a non-equilibrium geometry from the OMol25 dataset. Energies are from the ωB97M-V functional and the def2-TZVPD basis.

```
! wB97M-V def2-TZVPD RIJCOSX def2/J DEFGRID3
* xyz 0 5
H -0.32634 3.19845 -0.41936
N 0.07849 1.84927 -2.02437
B 0.66022 0.87112 -4.28969
N 0.59661 2.03756 -3.29576
C 0.91745 3.32790 -3.46341
Cr -0.54763 -0.01963 -1.51817
H 1.33100 3.66054 -4.39879
C 0.56634 4.02021 -2.31110
H 0.60570 5.07824 -2.15783
C 0.07216 3.05675 -1.41736
H 1.03966 1.20484 -5.37343
C -2.02941 -2.69444 -0.10432
H -2.46440 -2.56092 0.88650
H -1.16214 -3.36445 -0.06844
H -2.77200 -3.11256 -0.78899
N -0.77798 0.28359 -4.39864
N 1.54474 -0.17553 -3.58501
N -1.45559 -0.17299 -3.26891
N 1.12116 -0.69857 -2.36589
C -1.56214 0.13476 -5.47189
C 2.68407 -0.78613 -3.96518
H -1.18133 0.44808 -6.44679
H 3.16154 -0.51440 -4.90445
C -2.75835 -0.44483 -5.08191
C 2.97668 -1.77599 -3.03162
C -2.66252 -0.62845 -3.69549
C 1.98575 -1.68813 -2.04401
H -3.57230 -0.69506 -5.73946
H 3.76630 -2.50765 -3.09587
H -3.39582 -1.05201 -3.02963
H 1.83447 -2.30628 -1.16395
H -1.72213 -1.69243 -0.49482
C 3.63261 1.11825 2.69495
C 2.76344 -0.09619 2.46239
C 3.30087 -1.17361 1.76030
C 2.57124 -2.35037 1.55192
C 1.26379 -2.43876 2.01457
C 0.68400 -1.34745 2.67069
N -0.62529 -1.51640 3.11619
C -1.65321 -0.58900 3.33958
C -2.43547 -0.74858 4.49964
C -3.38593 0.19736 4.87801
C -3.63149 1.29922 4.04843
C -2.94384 1.41351 2.83345
C -1.97412 0.47604 2.44962
C -1.37457 0.71224 1.07114
O -1.69580 1.78180 0.50810
O -0.62068 -0.20204 0.52842
C 1.45063 -0.19787 2.95330
C 0.88723 0.88604 3.80195
H 3.19402 2.03766 2.28314
H 3.82007 1.27609 3.76529
H 4.60411 0.95985 2.21005
H 4.32916 -1.10040 1.40094
H 3.02469 -3.19930 1.03543
H 0.66388 -3.33889 1.86301
H -0.91316 -2.47371 3.30167
H -2.24927 -1.60678 5.14714
H -3.93889 0.09234 5.81291
H -4.37250 2.06051 4.30232
H -3.15229 2.24886 2.15900
H 0.14791 1.47570 3.24045
H 0.39947 0.48871 4.70404
H 1.67705 1.57431 4.12000
*
```

Computed properties:
E_tot	-2572.6804	Eh
ΔE to the lowest compared entry with this formula, charge and spin	9.4	kJ/mol
frontier orbital gap (spin up / spin down)	7.838 / 7.907	eV
HOMO (spin up / spin down)	-0.266 / -0.269	Ha
E_LUMO (spin up / spin down)	0.588 / 0.589	eV